Record 1
Entry from OMol25: a structure of composition C33H42FN4O4S4SiTi (ωB97M-V with the def2-TZVPD basis set).

Structure (XYZ):
```
90
C33H42FN4O4S4SiTi, DFT ωB97M-V with the def2-TZVPD basis set
Ti 0.0834 0.8924 -1.1732
C -2.1858 1.5415 -3.4146
N -1.9395 1.0784 -2.0461
C -2.9471 0.7495 -1.3107
C -2.7169 0.3658 0.0390
C -3.5599 0.0646 1.1122
C -2.7214 -0.0851 2.2219
C -1.4149 0.1427 1.7610
N -1.4099 0.4035 0.4498
C -2.3796 3.0409 -3.4400
C -3.6567 3.5818 -3.5216
C -3.8500 4.9571 -3.4805
C -2.7609 5.8049 -3.3577
C -1.4794 5.2718 -3.2848
C -1.2868 3.8999 -3.3270
H -3.0774 1.0486 -3.8125
H -1.3306 1.2539 -4.0231
H -3.9617 0.7799 -1.7110
H -4.6357 -0.0173 1.0833
H -3.0182 -0.3139 3.2346
H -0.4809 0.1186 2.3043
H -4.5109 2.9209 -3.6205
H -4.8515 5.3634 -3.5467
H -2.9073 6.8771 -3.3243
H -0.6242 5.9302 -3.1952
H -0.2907 3.4770 -3.2695
C 0.7852 5.1746 0.2608
Si 0.1443 3.5358 0.9327
C 0.3589 3.4650 2.7960
C -1.6817 3.5450 0.5390
N 0.9450 2.1738 0.1877
C 2.2967 1.9737 0.3240
C 3.2459 2.8492 0.8900
C 4.5869 2.5136 0.9837
C 5.0705 1.2977 0.5166
C 4.1704 0.3975 -0.0412
C 2.8547 0.7702 -0.0951
F 1.9240 -0.1490 -0.5954
H 0.1501 5.9913 0.6147
H 0.7313 5.1609 -0.8308
H 1.8127 5.4118 0.5374
H -0.0701 4.3463 3.2793
H 1.4080 3.3878 3.0892
H -0.1629 2.5814 3.1747
H -2.0782 4.5213 0.8338
H -2.2370 2.7752 1.0745
H -1.8763 3.4370 -0.5316
H 2.9171 3.8061 1.2666
H 5.2706 3.2262 1.4283
H 6.1214 1.0523 0.5750
H 4.4762 -0.5624 -0.4368
C -0.4907 -3.0434 3.8992
C 0.4327 -3.6521 2.8442
S 1.0838 -2.4898 1.6187
C 2.8090 -2.2654 2.0925
C 3.0912 -1.4590 3.3541
S 2.2907 0.1708 3.3760
C 1.5271 0.1934 5.0162
C 0.2048 -0.5478 5.1843
S 0.3440 -2.3551 5.3577
H -1.1485 -3.8256 4.2816
H -1.1248 -2.2756 3.4542
H -0.1315 -4.3911 2.2714
H 1.2662 -4.1794 3.3112
H 3.2496 -1.7757 1.2234
H 3.2849 -3.2452 2.1773
H 4.1712 -1.3129 3.4270
H 2.7586 -2.0078 4.2318
H 1.3486 1.2557 5.2015
H 2.2516 -0.1376 5.7629
H -0.4733 -0.3297 4.3614
H -0.2735 -0.1962 6.1009
N -0.2612 -1.2912 -1.5541
C -0.1155 -1.9325 -2.8547
C 0.9428 -1.5996 -3.6855
C 1.0762 -2.2414 -4.9082
C 0.1522 -3.1969 -5.3102
C -0.9192 -3.5031 -4.4857
C -1.0486 -2.8781 -3.2536
S 0.3633 -4.0568 -6.8786
O 0.9400 -3.0517 -7.7570
O -0.9833 -4.4796 -7.2327
O 1.2661 -5.1478 -6.5416
H -1.2313 -1.3712 -1.2586
H 0.2703 -1.8083 -0.8532
H 1.6363 -0.8224 -3.3887
H 1.8853 -1.9887 -5.5808
H -1.6445 -4.2295 -4.8275
H -1.8795 -3.1234 -2.5987
O 0.6718 1.5098 -2.5500
```

Spin multiplicity ... 1
Charge ... -1
E_LUMO ... 1.69 eV
Energy above the lowest of the compared OMol25 structures with the same formula, charge and spin ... 56.82 kJ/mol

Record 2
Entry from OMol25: a structure of composition C33H42GeNO7Pd (ωB97M-V with the def2-TZVPD basis set).

Structure (XYZ):
```
85
C33H42GeNO7Pd, DFT ωB97M-V with the def2-TZVPD basis set
Pd 0.0923 0.6306 0.2085
C -2.6207 2.0654 1.0801
C -1.7866 3.2758 0.6827
C -1.6870 4.2658 1.8329
C -2.3155 3.9270 -0.5797
O -0.4236 2.7963 0.3668
Ge 1.0560 2.9108 1.4157
O 1.9480 1.8366 0.2043
C 2.5684 2.3736 -1.0309
C 2.7147 3.8802 -0.8675
C 1.6833 2.0464 -2.2217
C 3.9210 1.6925 -1.1452
O 0.5195 1.3926 2.2694
C 1.3052 0.7582 3.3454
C 0.3365 0.4466 4.4710
C 2.3813 1.7422 3.7929
C 1.9200 -0.5007 2.7736
H -3.6449 2.3669 1.2966
H -2.6579 1.3460 0.2575
H -2.2077 1.5926 1.9743
H -2.6589 4.7106 2.0380
H -1.3454 3.7633 2.7458
H -0.9936 5.0759 1.5815
H -3.3366 4.2735 -0.4227
H -1.6971 4.7804 -0.8625
H -2.3111 3.2094 -1.4026
H 1.7274 4.3577 -0.8130
H 3.2885 4.1131 0.0364
H 3.2423 4.3060 -1.7185
H 0.6833 2.4637 -2.0971
H 2.1181 2.4684 -3.1272
H 1.6077 0.9669 -2.3564
H 4.5781 1.9915 -0.3267
H 3.7983 0.6085 -1.1104
H 4.3942 1.9613 -2.0893
H -0.2339 1.3379 4.7415
H -0.3600 -0.3408 4.1770
H 0.8838 0.1120 5.3517
H 1.9253 2.7031 4.0681
H 2.9100 1.3698 4.6677
H 3.1189 1.8992 2.9945
H 1.1228 -1.1718 2.4502
H 2.5667 -0.2681 1.9241
H 2.5143 -1.0146 3.5291
C 4.7395 -3.3109 -0.2570
C 4.4490 -2.4427 -1.3394
C 3.2039 -1.9293 -1.4900
C 2.1222 -2.2776 -0.5736
C 2.4663 -3.1522 0.5364
C 3.7311 -3.6502 0.6626
C 0.8656 -1.8193 -0.8830
C -0.4528 -2.2389 -0.3148
C -0.7685 -3.0268 0.8902
C -0.3726 -4.3562 1.0209
C -0.7433 -5.0861 2.1419
C -1.5142 -4.4976 3.1353
C -1.9224 -3.1765 3.0102
C -1.5582 -2.4484 1.8875
H 5.7375 -3.7094 -0.1373
H 5.2226 -2.2047 -2.0587
H 2.9819 -1.2872 -2.3348
H 1.7148 -3.4288 1.2588
H 3.9623 -4.3159 1.4846
H 0.8058 -1.2962 -1.8276
H 0.2095 -4.8219 0.2335
H -0.4416 -6.1215 2.2342
H -1.8123 -5.0741 4.0021
H -2.5324 -2.7225 3.7806
H -1.8912 -1.4216 1.7789
O -1.5714 -1.9832 -1.0783
C -1.6708 -0.8796 -1.8056
O -0.9664 0.1109 -1.5587
C -2.6787 -0.9183 -2.8617
C -3.2427 -2.1252 -3.2709
C -4.2307 -2.1262 -4.2431
C -4.6388 -0.9210 -4.7692
C -4.0941 0.2858 -4.3868
C -3.0944 0.2834 -3.4316
N -5.7279 -0.9166 -5.8008
O -6.1456 0.1637 -6.1487
O -6.1044 -1.9894 -6.2080
H -2.9050 -3.0590 -2.8430
H -4.6831 -3.0431 -4.5943
H -4.4580 1.2014 -4.8318
H -2.6355 1.2109 -3.1150
```

Spin multiplicity ... 6
Charge ... +2
E_LUMO (spin up / spin down) ... -5.71 / -9.42 eV

Record 3
Entry from OMol25: a cluster of 7 separate species, C33H42O9 in total at a distorted geometry (ωB97M-V with the def2-TZVPD basis set).

Structure (XYZ):
```
84
C33H42O9, DFT ωB97M-V with the def2-TZVPD basis set
C -2.1019 2.7776 3.7748
O -0.7629 3.3371 4.0473
C -0.2904 3.4418 5.2785
O -0.8353 3.1642 6.3231
O 1.0083 3.7889 5.1989
C 1.6565 4.1452 6.3430
H -2.4389 2.1557 4.6864
H -1.9628 2.1054 2.9530
H -2.7667 3.5729 3.5113
H 0.9749 4.6743 7.0431
H 2.4491 4.8656 6.0547
H 1.9694 3.2035 6.7779
C 7.4874 3.0824 -3.0167
O 6.9558 2.7862 -1.7298
C 5.6926 2.3965 -1.8044
O 4.8934 2.6244 -2.7283
O 5.2891 2.0447 -0.6117
C 3.9398 1.7603 -0.5154
H 7.4870 2.2596 -3.6882
H 8.4931 3.3019 -2.7667
H 6.9818 3.8222 -3.5518
H 3.5294 1.3809 -1.4532
H 3.4881 2.7042 -0.2925
H 3.7852 1.0118 0.2921
C -7.1075 1.2634 1.4375
O -6.1111 0.3895 0.9616
C -4.7722 0.6689 1.0485
O -4.2761 1.6437 1.4876
O -4.0988 -0.4075 0.5714
C -2.7068 -0.4539 0.7334
H -7.9480 0.6119 1.7129
H -7.3148 2.0125 0.6951
H -6.8540 1.7692 2.3782
H -2.2142 -1.0495 0.0017
H -2.5779 -0.9700 1.6838
H -2.3055 0.5773 0.8543
C -3.2787 -4.7051 -0.3723
C -4.4568 -4.3962 -1.0373
C -4.4456 -3.6364 -2.1968
C -3.2714 -3.0272 -2.5976
C -2.0936 -3.2606 -1.9346
C -2.0995 -4.1340 -0.8379
H -3.2530 -5.3756 0.4812
H -5.4355 -4.7843 -0.8176
H -5.3571 -3.5193 -2.7222
H -3.4638 -2.3670 -3.4819
H -1.2318 -2.7364 -2.2158
H -1.1408 -4.4114 -0.3645
C 1.2532 -3.5650 -3.7099
C 1.2612 -4.3551 -2.5639
C 2.0287 -3.9794 -1.4629
C 2.6714 -2.7958 -1.4144
C 2.6559 -1.9537 -2.5508
C 2.0105 -2.3889 -3.6936
H 0.7398 -3.7718 -4.6352
H 0.6125 -5.2512 -2.4948
H 2.0121 -4.5998 -0.6234
H 3.2189 -2.4853 -0.5352
H 3.1805 -1.0245 -2.5604
H 1.9982 -1.7598 -4.5766
C 1.1405 0.1100 1.6378
C 1.4469 0.1294 2.9506
C 1.5422 -1.0760 3.6174
C 1.4204 -2.2681 2.9305
C 1.0736 -2.2928 1.5856
C 0.9271 -1.1091 0.9219
H 0.9343 1.0557 1.1299
H 1.6238 1.1129 3.4485
H 1.6437 -1.0624 4.6828
H 1.4561 -3.1429 3.5443
H 0.8365 -3.1951 1.0552
H 0.6339 -1.1051 -0.1258
C -1.1303 0.5931 -3.2547
C 0.1706 0.9557 -3.6667
C 0.7975 2.0973 -3.1211
C 0.2070 2.7884 -2.0812
C -1.0858 2.4860 -1.7020
C -1.7198 1.4382 -2.3381
H -1.5572 -0.3604 -3.6452
H 0.6544 0.4091 -4.4794
H 1.7762 2.4428 -3.3743
H 0.6713 3.6501 -1.6029
H -1.5411 3.0583 -0.9435
H -2.6722 1.1056 -1.9429
```

SMILES string ... COC(=O)OC.COC(=O)OC.COC(=O)OC.c1ccccc1.c1ccccc1.c1ccccc1.c1ccccc1
Spin multiplicity ... 1
E_LUMO ... 0.62 eV

Record 4
Entry from OMol25: a structure of composition C33H43Cl2N2OP3Pd at a distorted geometry (ωB97M-V with the def2-TZVPD basis set).

Structure (XYZ):
```
85
C33H43Cl2N2OP3Pd, DFT ωB97M-V with the def2-TZVPD basis set
P 0.0799 0.4219 -3.7675
C -0.7542 -1.0606 -4.1008
C -1.8216 -0.7956 -5.0107
H -2.2836 0.1922 -5.0132
C -2.1567 -1.7261 -5.9837
H -2.8151 -1.4179 -6.7948
C -1.6118 -3.0221 -5.9198
H -1.8698 -3.7412 -6.6995
C -0.7553 -3.3712 -4.8622
H -0.4186 -4.4053 -4.7856
C -0.3257 -2.4103 -3.9323
H 0.2939 -2.7104 -3.0941
C -0.8596 1.5282 -2.7565
C -2.1538 1.2566 -2.2431
H -2.5110 0.2259 -2.1729
C -2.9484 2.3067 -1.7904
H -3.9730 2.1111 -1.4355
C -2.4695 3.6196 -1.8063
H -3.1281 4.4632 -1.5443
C -1.1391 3.8732 -2.1580
H -0.7309 4.8895 -2.1476
C -0.3110 2.8237 -2.5461
H 0.7426 2.9839 -2.7459
C 1.7892 0.2839 -3.3716
C 2.4447 0.6245 -4.5983
H 1.8474 0.7348 -5.5004
C 3.7946 0.9346 -4.6460
H 4.1864 1.2863 -5.5966
C 4.5727 0.8055 -3.4810
H 5.6465 1.0546 -3.5465
C 3.9726 0.3720 -2.2984
H 4.6166 0.2403 -1.4108
C 2.5926 0.1144 -2.2088
H 2.2049 -0.2731 -1.2664
Pd -0.4380 -1.9614 2.6214
C -0.1923 0.0844 3.1820
C -0.1710 1.1757 2.3921
H -0.0920 0.0445 4.2736
C -0.0514 1.1354 0.8790
O 1.2263 1.6685 0.4565
H 1.4676 1.4510 -0.4598
C -0.1923 -0.2224 0.4350
H -0.8056 1.7355 0.3059
C -0.3382 -1.4251 0.8610
Cl -0.7505 -2.6026 4.9090
Cl -0.7095 -4.1828 1.1902
P -2.6820 -2.0656 2.0141
C -3.4863 -3.5317 2.7639
H -3.2886 -3.4815 3.8427
H -2.9888 -4.4137 2.3350
H -4.5647 -3.5383 2.5376
C -3.4305 -0.6138 2.8420
H -3.1080 0.2917 2.3060
H -3.0292 -0.6002 3.8647
H -4.5292 -0.6924 2.8432
C -3.3952 -1.9775 0.3181
H -2.8997 -2.7355 -0.3094
H -3.2339 -0.9711 -0.1054
H -4.4827 -2.1860 0.3675
P -0.1157 2.8227 3.1121
C -0.6144 2.6149 4.7927
C -1.2450 3.8704 2.2154
H 0.0017 1.8652 5.3034
H -1.6704 2.3218 4.8580
H -0.4716 3.5982 5.2497
H -0.9578 3.9727 1.1613
H -1.1721 4.8429 2.7174
H -2.2728 3.4891 2.2804
C 1.5444 3.4546 2.9868
H 2.2162 2.8732 3.6323
H 1.4700 4.4923 3.3318
H 1.8930 3.3985 1.9474
H -0.2983 -2.3520 0.2933
C 5.0500 -1.0403 2.8275
N 3.8274 -1.7814 2.5230
C 3.7167 -3.1669 2.4767
C 2.3622 -3.4323 2.3084
N 1.6866 -2.2355 2.4228
C 2.5777 -1.2517 2.4079
H 4.9167 -0.4689 3.7582
H 5.8639 -1.7603 2.9563
H 5.3076 -0.3426 2.0190
H 4.5520 -3.8343 2.5505
H 1.8685 -4.3625 2.1241
H 2.3814 -0.1856 2.3137
```

Spin multiplicity ... 5
Charge ... +2
E_LUMO (spin up / spin down) ... -5.02 / -7.98 eV
Energy above the lowest of the compared OMol25 structures with the same formula, charge and spin ... 89.67 kJ/mol

Record 5
Entry from OMol25: a structure of composition C33H43N5O2PtS3SeSi at a distorted geometry (ωB97M-V with the def2-TZVPD basis set).

Structure (XYZ):
```
89
C33H43N5O2PtS3SeSi, DFT ωB97M-V with the def2-TZVPD basis set
Pt -0.6341 -1.2243 -0.4835
O -3.6669 2.4911 -0.5048
C -4.7918 1.7905 -0.2392
C -5.9890 2.4693 -0.0155
C -7.1526 1.7704 0.2438
C -7.1470 0.3811 0.2734
C -5.9659 -0.2996 0.0691
C -4.7776 0.3877 -0.1795
C -3.5222 -0.3643 -0.3395
O -2.4435 0.2092 -0.7412
N -3.5930 -1.6238 0.0022
N -2.4417 -2.3009 0.1356
C -2.5670 -3.5841 0.1509
S -4.1084 -4.3080 -0.3319
C -3.6323 -6.0017 0.1626
C -2.1426 -6.1437 -0.0430
S -1.3481 -4.6821 0.7239
H -2.9749 1.8055 -0.6852
H -5.9840 3.5470 -0.0686
H -8.0755 2.3082 0.4130
H -8.0630 -0.1665 0.4443
H -5.9314 -1.3768 0.0909
H -4.2042 -6.6933 -0.4515
H -3.9062 -6.1351 1.2098
H -1.8775 -6.1461 -1.1022
H -1.7409 -7.0294 0.4449
C 1.7576 -6.0427 -0.2212
Si 3.4673 -5.2119 -0.2075
C 4.4160 -5.5811 -1.8197
C 4.4097 -5.9039 1.3063
C 3.5335 -3.3238 0.0397
C 4.7359 -2.7847 0.4663
C 4.8511 -1.4439 0.8106
C 3.7110 -0.6748 0.7321
N 2.5622 -1.1501 0.2863
C 2.4575 -2.4225 -0.0857
S 0.9734 -2.9200 -0.8263
H 1.8559 -7.1081 -0.0296
H 1.2583 -5.9146 -1.1753
H 1.1164 -5.6254 0.5483
H 4.5856 -6.6455 -1.9387
H 5.3832 -5.0865 -1.8256
H 3.8611 -5.2333 -2.6852
H 4.2886 -6.9775 1.3927
H 4.0450 -5.4618 2.2295
H 5.4746 -5.7049 1.2502
H 5.6044 -3.4215 0.5389
H 5.7874 -1.0361 1.1554
H 3.6851 0.3700 1.0105
C 2.2409 1.6307 3.4314
C 1.9166 2.9418 2.7241
C 0.5223 3.4689 3.0670
C -0.5996 2.7739 2.2904
N -0.5468 3.0634 0.8812
C -0.2123 2.1729 -0.0813
Se 0.7984 0.6018 0.1850
N -0.3325 2.7781 -1.2845
C -0.1263 2.1160 -2.5456
C 1.3494 1.9786 -2.9480
C 2.1762 3.2697 -2.9377
C 2.6494 3.6848 -1.5466
C -0.6950 4.0892 -1.0957
C -0.8302 5.1518 -1.9764
C -1.0798 6.3982 -1.4342
C -1.2225 6.5790 -0.0616
C -1.1204 5.5223 0.8240
C -0.8346 4.2728 0.2935
H 3.2717 1.3409 3.2421
H 1.6011 0.8231 3.0798
H 2.1106 1.7385 4.5068
H 1.9947 2.8066 1.6406
H 2.6529 3.6937 3.0175
H 0.4863 4.5396 2.8579
H 0.3328 3.3297 4.1327
H -1.5746 3.1021 2.6661
H -0.5205 1.6890 2.4018
H -0.6858 2.6661 -3.3064
H -0.5565 1.1088 -2.4516
H 1.3602 1.5581 -3.9552
H 1.8324 1.2540 -2.2869
H 1.6150 4.0859 -3.3994
H 3.0665 3.0996 -3.5505
H 1.8437 4.0929 -0.9419
H 3.4181 4.4521 -1.6205
H 3.0723 2.8250 -1.0289
H -0.7125 5.0219 -3.0397
H -1.1557 7.2533 -2.0869
H -1.4050 7.5703 0.3227
H -1.2423 5.6751 1.8847
```

Spin multiplicity ... 1
E_LUMO (spin up / spin down) ... -0.45 / -0.45 eV
Energy above the lowest of the compared OMol25 structures with the same formula, charge and spin ... 169.76 kJ/mol

Which of these has the highest spin multiplicity?
C33H42GeNO7Pd

Which value of spin multiplicity does entry 2 give?
6

What is the spin multiplicity in the third record?
1